Record 1
The following is a quantum chemistry calculation of the molecule C20H34BrF5O5S in a non-equilibrium geometry, from the Open Molecules 2025 dataset.

Last column: Löwdin charge in e.
CARTESIAN COORDINATES (ANGSTROEM)
C 3.921 0.469 1.518  -0.128
C 4.303 -1.111 1.268  -0.206
C 3.520 -1.786 -0.035  -0.197
O 2.179 -1.266 -0.272  -0.153
C 1.162 -2.292 -0.498  -0.419
C 1.495 -3.389 -1.666  -0.072
C 2.237 -2.805 -3.002  -0.125
O 2.113 -3.315 -4.254  -0.085
C 0.986 -3.192 0.904  -0.092
C 0.281 -2.358 2.126  -0.147
C 1.225 -1.191 2.802  -0.118
F 0.498 -0.759 4.054  -0.165
O -0.137 -1.600 -0.639  -0.149
C -0.221 -0.778 -1.849  -0.441
S -1.259 -1.808 -3.082  0.763
C -1.010 0.646 -1.427  -0.397
C 0.096 1.472 -0.544  -0.118
C 0.189 3.088 -0.880  -0.611
C 0.758 3.952 0.426  -0.155
Br 1.612 3.331 -2.322  0.580
O -1.165 1.369 -2.691  -0.167
C -2.533 1.419 -3.198  -0.244
C -2.403 1.811 -4.820  -0.085
O -2.205 0.196 -0.755  -0.054
C -2.861 1.121 0.145  -0.216
F -2.853 2.552 -0.233  -0.046
C -2.453 0.933 1.758  -0.064
C -3.755 1.536 2.617  -0.078
C -3.824 0.962 4.160  -0.235
F -4.979 1.670 4.820  -0.026
F -2.630 1.283 4.978  0.017
F -4.196 -0.486 4.163  -0.003
H 4.951 1.058 1.650  0.089
H 3.358 0.587 2.539  0.069
H 3.351 0.918 0.597  0.079
H 5.457 -1.122 0.967  0.118
H 4.220 -1.793 2.219  0.098
H 4.182 -1.473 -0.978  0.135
H 3.627 -2.943 0.062  0.122
H 0.475 -3.901 -2.011  0.134
H 2.221 -4.224 -1.217  0.144
H 2.899 -1.837 -2.892  0.130
H 0.211 -4.047 0.597  0.140
H 1.966 -3.749 1.215  0.123
H 0.080 -3.152 2.995  0.131
H -0.802 -1.932 1.861  0.118
H 2.267 -1.583 3.166  0.118
H 1.267 -0.257 2.098  0.104
H 0.799 -0.505 -2.351  0.145
H -2.097 -2.623 -2.281  -0.079
H 1.168 1.055 -0.869  0.098
H 0.044 1.308 0.612  0.104
H -0.780 3.553 -1.331  0.097
H -0.042 4.689 0.874  0.087
H 1.168 3.162 1.194  0.076
H 1.689 4.603 0.078  0.057
H -3.120 0.399 -3.185  0.106
H -3.223 2.246 -2.742  0.124
H -3.155 1.147 -5.447  0.084
H -2.571 2.969 -4.956  0.080
H -1.288 1.532 -5.136  0.095
H -4.019 0.816 0.133  0.174
H -2.359 -0.194 2.059  0.127
H -1.544 1.605 2.075  0.126
H -3.706 2.722 2.714  0.151
H -4.785 1.292 2.118  0.133

Structure (SMILES) = CCCO[C@@](CC=O)(CCCF)O[C@@H](S)[C@@](C[C@@H](C)Br)(OCC)O[C@H](F)CCC(F)(F)F
E = -4629.778203 hartree
HOMO-LUMO gap = 9.35 eV



Record 2
The following is a quantum chemistry calculation of a cluster of 2 separate species, C20H34ClN3O7P in total in a non-equilibrium geometry, from the Open Molecules 2025 dataset.

Last column: Löwdin charge in e.
CARTESIAN COORDINATES (ANGSTROEM)
C -2.120 0.759 1.848  -0.042
C -1.029 -0.311 2.220  -0.169
O -1.180 -1.455 1.290  -0.034
C -0.021 -1.719 0.664  -0.125
C 0.320 -1.281 -0.696  -0.116
C -0.778 -0.412 -1.407  -0.114
C -0.086 0.665 -2.323  -0.259
C -0.869 2.024 -2.358  -0.571
Cl -2.629 1.794 -2.705  0.547
N 1.396 -1.502 -1.416  0.190
N 2.353 -2.198 -0.831  -0.069
C 3.590 -2.422 -1.606  -0.101
P 3.484 -3.929 -2.694  0.517
O 2.413 -4.797 -2.165  -0.266
O 3.100 -3.540 -4.247  -0.118
O 4.972 -4.615 -2.721  -0.133
C 2.202 -2.639 0.428  -0.179
O 3.286 -3.328 0.946  0.075
C 1.065 -2.497 1.298  0.027
C 0.967 -3.049 2.733  -0.086
C 2.071 -2.485 3.712  -0.169
C 1.755 -1.038 4.255  -0.149
C 3.113 -0.436 4.788  -0.179
O 2.989 0.962 5.129  -0.038
C 3.774 1.687 4.220  -0.505
C 2.983 2.535 3.168  0.030
O 4.959 1.664 4.276  0.142
H -2.283 1.362 2.777  0.094
H -1.733 1.436 1.052  0.072
H -3.069 0.267 1.552  0.097
H -1.128 -0.644 3.274  0.126
H -0.019 0.120 2.022  0.111
H -1.447 -1.069 -2.006  0.136
H -1.383 0.106 -0.635  0.080
H 0.001 0.255 -3.355  0.115
H 0.956 0.917 -2.005  0.109
H -0.364 2.651 -3.131  0.084
H -0.691 2.547 -1.386  0.080
H 4.500 -2.372 -0.970  0.121
H 3.661 -1.532 -2.284  0.126
H 3.912 -3.635 -4.781  0.091
H 4.840 -5.533 -2.410  0.103
H 3.883 -2.705 1.397  0.131
H 1.112 -4.154 2.686  0.140
H -0.018 -2.832 3.201  0.127
H 2.073 -3.150 4.612  0.131
H 3.090 -2.519 3.271  0.093
H 1.301 -0.382 3.476  0.080
H 1.066 -1.169 5.124  0.129
H 3.431 -1.050 5.663  0.143
H 3.875 -0.601 3.988  0.120
H 2.060 1.976 2.886  0.066
H 2.727 3.489 3.683  0.101
H 3.654 2.692 2.294  0.092
C -6.202 4.909 -4.802  -0.109
C -6.340 3.430 -4.458  -0.268
C -6.841 3.195 -3.029  -0.184
C -5.890 3.778 -2.052  -0.248
N -5.162 4.236 -1.293  0.140
H -5.465 5.403 -4.166  0.071
H -5.871 5.029 -5.835  0.074
H -7.156 5.429 -4.689  0.079
H -5.371 2.942 -4.594  0.099
H -7.036 2.964 -5.159  0.109
H -6.936 2.125 -2.835  0.114
H -7.821 3.653 -2.887  0.120

E = -2274.747046 hartree
Net charge = +1
HOMO-LUMO gap = 8.48 eV



Record 3
The following is a quantum chemistry calculation of a cluster of 2 separate species, C20H34F4NO6P2 in total in a non-equilibrium geometry, from the Open Molecules 2025 dataset.

Last column: Löwdin charge in e.
CARTESIAN COORDINATES (ANGSTROEM)
O 2.298 4.154 5.458  -0.467
P 1.070 3.868 4.665  0.719
C 1.045 2.172 4.037  -0.562
C 1.698 1.153 4.971  -0.246
O 1.327 -0.099 4.459  -0.288
P 0.069 -0.017 3.237  0.700
C -1.179 -0.555 4.562  -0.199
C -1.530 -2.017 4.614  -0.252
F -2.243 -2.423 3.489  -0.066
C -1.274 0.009 1.848  -0.166
C -1.213 1.235 0.968  -0.324
O -0.030 1.294 0.207  -0.015
C -2.402 1.249 -0.036  -0.575
F -3.534 0.724 0.430  0.142
F -2.704 2.525 -0.400  0.107
F -2.113 0.609 -1.176  0.126
O 0.497 -1.684 2.758  -0.145
C 1.745 -2.078 2.939  -0.555
O 2.027 -3.074 3.549  0.112
C 2.833 -1.320 2.254  -0.152
C 2.793 -0.972 0.909  -0.039
C 3.836 -0.257 0.333  -0.082
C 4.924 0.128 1.114  -0.100
C 4.979 -0.210 2.465  -0.078
C 3.934 -0.936 3.023  -0.023
O -0.196 1.677 3.698  -0.286
H -0.134 4.121 5.355  0.011
H 1.084 4.661 3.497  0.011
H 1.762 2.241 3.200  0.118
H 2.777 1.264 5.028  0.113
H 1.318 1.245 5.996  0.115
H 0.995 0.497 2.289  0.068
H -0.783 -0.304 5.540  0.086
H -2.094 0.025 4.459  0.084
H -2.188 -2.197 5.469  0.104
H -0.659 -2.650 4.740  0.105
H -1.092 -0.861 1.220  0.099
H -2.242 -0.113 2.315  0.077
H -1.308 2.165 1.515  0.144
H 0.216 0.392 -0.012  0.075
H 1.934 -1.255 0.319  0.111
H 3.793 0.021 -0.708  0.094
H 5.737 0.704 0.697  0.091
H 5.811 0.104 3.070  0.094
H 3.948 -1.192 4.070  0.119
C -0.073 0.240 -3.824  -0.081
C -1.400 0.271 -4.565  -0.269
N -1.277 -0.041 -5.979  -0.203
C -2.468 0.273 -6.745  -0.257
C -3.758 -0.496 -6.431  -0.088
C -0.637 -1.306 -6.288  -0.252
C -1.247 -2.586 -5.702  -0.083
H 0.662 0.884 -4.310  0.081
H -0.216 0.598 -2.805  0.056
H 0.339 -0.769 -3.761  0.067
H -1.811 1.280 -4.481  0.121
H -2.108 -0.395 -4.048  0.101
H -2.235 0.156 -7.808  0.108
H -2.668 1.341 -6.609  0.108
H -3.723 -1.521 -6.798  0.052
H -4.603 -0.008 -6.921  0.067
H -3.970 -0.518 -5.362  0.067
H 0.403 -1.246 -5.955  0.100
H -0.577 -1.401 -7.376  0.111
H -1.490 -2.478 -4.644  0.068
H -0.531 -3.406 -5.789  0.069
H -2.148 -2.893 -6.231  0.052

E = -2370.948533 hartree
Net charge = -1
HOMO-LUMO gap = 8.08 eV



Record 4
The following is a quantum chemistry calculation of a structure of composition C20H34N2O5RhS2 in a non-equilibrium geometry, from the Open Molecules 2025 dataset.

Last column: Löwdin charge in e.
CARTESIAN COORDINATES (ANGSTROEM)
Rh 0.225 -0.067 -0.470  1.198
C -1.703 5.032 -0.776  0.018
N -1.661 3.648 -1.268  -0.101
C -2.444 3.417 -2.490  0.022
C -0.911 2.711 -0.752  -0.366
O -0.834 1.558 -1.265  -0.097
C -0.070 3.035 0.474  -0.064
O 0.588 1.872 0.971  -0.184
C 0.320 1.517 2.320  -0.076
C -0.633 0.335 2.386  -0.384
O -1.059 -0.164 1.307  -0.082
N -0.988 -0.096 3.572  -0.099
C -1.940 -1.202 3.728  0.015
C -0.490 0.528 4.811  0.013
H -2.741 5.353 -0.719  0.112
H -1.179 5.686 -1.473  0.118
H -1.256 5.137 0.204  0.087
H -3.484 3.669 -2.293  0.109
H -2.365 2.382 -2.797  0.087
H -2.070 4.064 -3.283  0.114
H -0.687 3.483 1.248  0.138
H 0.696 3.756 0.185  0.160
H -0.092 2.360 2.875  0.147
H 1.269 1.248 2.786  0.148
H -2.418 -1.410 2.778  0.078
H -2.697 -0.916 4.456  0.111
H -1.422 -2.089 4.092  0.111
H 0.587 0.677 4.778  0.100
H -0.706 -0.140 5.638  0.109
H -0.984 1.480 5.004  0.114
O 2.312 0.267 -0.923  -0.654
S 3.557 -0.135 -0.081  1.024
C 4.856 -0.451 -1.307  -0.292
C 6.066 0.345 -0.828  -0.211
C 5.516 1.710 -0.426  -0.204
C 4.316 1.425 0.480  -0.290
H 4.449 -0.062 -2.242  0.110
H 5.017 -1.525 -1.381  0.098
H 6.816 0.414 -1.614  0.134
H 6.535 -0.148 0.027  0.128
H 5.198 2.263 -1.310  0.126
H 6.260 2.311 0.093  0.130
H 3.520 2.168 0.439  0.089
H 4.611 1.260 1.517  0.101
C -5.114 -3.668 -1.589  0.015
C -3.701 -3.287 -1.478  -0.135
C -3.000 -3.401 -0.237  0.045
C -1.689 -3.059 -0.151  -0.018
C -1.013 -2.636 -1.333  -0.338
C -1.681 -2.478 -2.571  -0.025
C -2.999 -2.809 -2.642  0.052
S 0.760 -2.465 -1.285  0.925
C 1.236 -4.171 -1.640  -0.136
O 1.100 -2.161 0.148  -0.525
H -5.596 -3.813 -0.626  0.106
H -5.173 -4.618 -2.147  0.144
H -5.673 -2.950 -2.197  0.122
H -3.522 -3.784 0.631  0.144
H -1.140 -3.132 0.781  0.130
H -1.150 -2.131 -3.450  0.139
H -3.533 -2.733 -3.582  0.149
H 0.777 -4.800 -0.878  0.088
H 2.324 -4.184 -1.574  0.081
H 0.906 -4.426 -2.648  0.088

Relative energy (zero: lowest compared OMol25 entry of this formula, charge and spin) = 102.5 kJ/mol
E = -2174.056484 hartree
Spin multiplicity = 5
Net charge = +3
HOMO-LUMO gap (spin up / spin down) = 8.37 / 4.89 eV



- Look up the E of the third one.
  -2370.948533 hartree